1.
The following is a quantum chemistry calculation of a cluster of 18 separate species, H36O18 in total, from the OMol25 dataset.

```
54
Properties=species:S:1:pos:R:3:forces:R:3
O 4.4884 0.8167 -2.6954 0.064 0.115 -0.251
H 4.4763 0.8278 -1.7362 -0.097 -0.238 0.028
H 3.9774 0.0508 -2.9762 0.002 -0.060 0.124
O -4.3925 2.7343 2.7416 0.115 -0.510 -0.014
H -4.4750 3.6827 2.8173 -0.051 0.302 -0.059
H -4.6007 2.5101 1.8315 -0.135 0.168 -0.100
O 4.2311 -0.5993 2.4597 0.517 -0.132 -0.355
H 4.0583 -0.1140 3.2691 -0.347 -0.057 -0.020
H 3.4707 -1.1636 2.2564 -0.140 0.433 0.267
O 1.9876 2.0409 3.1061 0.415 -0.878 1.022
H 1.7245 2.3764 2.2709 -0.234 0.681 -1.118
H 1.8387 2.7397 3.7421 -0.090 0.238 0.079
O -2.7333 1.3035 4.7934 -0.468 0.857 0.620
H -2.8144 0.5992 4.1616 0.285 -0.145 -0.147
H -1.9524 1.1726 5.3318 0.189 -0.403 -0.203
O 1.5573 -2.5703 -1.3398 0.388 -1.670 0.732
H 1.7423 -3.5171 -1.2509 -0.874 -0.274 0.384
H 2.3833 -2.3711 -1.7689 0.372 1.073 -0.688
O 1.8022 -1.2710 1.2062 0.066 -0.603 -1.098
H 2.0612 -0.8505 0.3711 -0.031 1.027 0.538
H 1.6781 -2.1113 0.7384 -0.290 -0.594 0.722
O -2.2705 0.3837 -5.0380 -0.314 0.172 0.463
H -2.7062 0.8669 -4.3231 0.349 0.497 -0.139
H -2.6352 -0.4816 -4.8633 0.038 -0.679 -0.303
O 1.4502 1.3565 -4.8524 -0.017 0.495 -0.227
H 2.2206 0.9254 -4.4809 0.031 -0.117 0.168
H 1.1611 0.7710 -5.5573 -0.194 0.017 0.024
O -0.7287 2.9074 -2.9459 1.998 0.423 0.849
H -0.2914 3.5307 -2.3368 -1.254 0.448 0.254
H 0.1514 2.6428 -3.2754 -0.645 -0.975 -1.187
O -1.2056 -0.5865 3.0422 0.755 0.334 -0.198
H -2.1023 -0.8574 3.1844 -0.686 -0.510 -0.067
H -0.9536 -0.9358 2.1811 0.074 -0.130 0.075
O -0.9049 -5.2958 2.8146 0.385 0.281 0.624
H -0.0302 -5.2690 3.2234 0.234 -0.261 -0.452
H -1.3952 -4.8982 3.5412 -0.604 0.008 -0.167
O 3.5464 2.5071 -0.0878 -0.475 0.539 -0.292
H 4.3082 2.5925 -0.6659 0.089 0.005 0.072
H 3.5834 1.6580 0.3397 0.345 -0.521 0.443
O 0.3046 0.7873 -0.1474 0.056 -0.077 -0.032
H 0.2777 1.5728 -0.7054 -0.166 0.095 -0.094
H 0.2074 1.0971 0.7612 0.184 -0.031 0.036
O -5.0742 -1.7746 0.4559 1.755 -0.134 -0.219
H -4.2823 -1.3074 0.7756 -0.755 0.746 0.568
H -4.5302 -2.2558 -0.1894 -1.026 -0.522 -0.455
O 1.6341 -0.6426 -2.8882 -0.036 -0.079 -0.720
H 1.8095 -0.1926 -2.0782 0.294 0.874 0.920
H 0.7369 -0.9551 -2.7162 -0.036 -0.209 -0.404
O -2.5556 0.1754 -0.2028 1.109 0.562 1.261
H -2.2841 0.7538 0.5320 -1.354 0.409 0.213
H -1.6147 -0.0107 -0.3572 -0.088 -0.671 -1.312
O -1.4062 -2.2450 -0.6187 0.244 -0.311 -0.131
H -2.0565 -1.9777 0.0343 -0.112 0.088 0.014
H -0.5520 -2.0688 -0.2129 0.164 -0.095 -0.045
```
Forces are in eV/Å.

- LUMO (eV) = -0.52
- total charge = 0
- frontier orbital gap (eV) = 10.59

2.
The following is a quantum chemistry calculation of a structure of composition C23H41FP2Yb, from the OMol25 dataset.

```
68
Properties=species:S:1:pos:R:3:forces:R:3
Yb 2.0241 -1.2259 -1.4797 -1.740 -1.503 3.510
C -0.4497 -0.9130 0.5633 1.335 -0.362 -0.145
C -0.3156 -2.1942 -0.0345 0.674 0.420 0.117
C 1.5896 -1.7776 1.1823 -0.861 0.416 -0.614
C 0.7457 -0.6410 1.2719 -0.422 -0.993 -0.332
C 0.9236 -2.7507 0.3891 -0.034 0.632 -0.332
C -1.5952 0.0162 0.4681 -0.359 0.540 -0.072
H -1.3645 0.8978 -0.1513 -0.081 -0.201 0.176
H -1.8719 0.3961 1.4632 -0.033 -0.080 -0.239
H -2.4779 -0.4689 0.0369 0.033 0.088 0.060
C 1.0795 0.6330 1.9363 0.228 0.592 0.149
H 0.1867 1.1392 2.3225 0.178 -0.094 0.059
H 1.5528 1.3156 1.2146 -0.097 -0.039 0.197
H 1.7906 0.4817 2.7557 -0.178 0.114 0.005
C 2.9433 -1.8842 1.7634 0.549 -0.196 0.363
H 2.9781 -1.4198 2.7590 0.150 -0.159 -0.228
H 3.7000 -1.3640 1.1506 0.156 -0.023 0.148
H 3.2624 -2.9318 1.8562 0.004 0.276 0.058
C 1.4813 -4.0725 0.0140 0.012 -0.490 0.161
H 2.0096 -4.5187 0.8666 -0.052 -0.076 -0.278
H 2.2126 -4.0236 -0.8135 0.144 -0.219 -0.111
H 0.6918 -4.7646 -0.3000 0.218 0.024 0.024
C -1.2960 -2.8335 -0.9424 -0.510 -0.434 -0.272
H -1.2386 -3.9303 -0.8823 -0.152 0.248 -0.088
H -1.1374 -2.5583 -2.0020 -0.167 -0.119 0.083
H -2.3195 -2.5301 -0.6867 0.126 -0.178 -0.121
C -2.0264 2.8304 -1.9564 -0.467 0.213 0.024
C -3.0010 1.9308 -2.1427 0.320 0.634 0.277
C -3.3119 1.0630 -3.3255 -0.241 0.022 -0.163
C -2.6287 1.3956 -4.6660 -0.458 -0.258 -0.676
C -1.2877 0.6695 -4.7645 0.625 -0.799 0.402
C -0.3754 0.8200 -3.5444 0.885 -1.352 0.161
C 0.1622 2.1729 -3.1170 0.326 0.436 0.584
C -0.9321 3.2412 -2.9106 0.452 0.262 -0.404
H -4.4028 1.0983 -3.4724 0.299 0.031 -0.025
H -2.5334 2.4708 -4.8256 -0.176 -0.235 0.145
H -3.1035 0.0180 -3.0477 -0.044 0.079 -0.126
H -1.3454 3.5296 -3.8931 0.193 0.057 0.503
H -2.0233 3.4175 -1.0284 -0.106 -0.534 -0.233
H -3.7184 1.7997 -1.3318 0.223 0.026 -0.054
H -0.4232 4.1354 -2.5158 -0.287 -0.253 -0.129
H 0.7308 2.0218 -2.1701 -0.560 -0.064 -0.472
H -0.7753 0.2878 -2.6581 0.049 0.276 -0.488
H 0.9402 2.5603 -3.8035 -0.354 -0.063 0.032
H -3.2683 1.0077 -5.4790 0.128 0.218 0.243
H -1.5335 -0.4067 -4.8905 0.102 0.280 0.287
P -0.1439 0.9989 -6.1318 -1.091 1.579 -0.466
C -0.1683 2.7933 -6.3287 0.333 0.247 -0.551
C -0.6682 0.2996 -7.6923 -0.035 -0.208 -0.289
P 1.2672 -0.2448 -3.9419 -1.895 -0.355 2.339
C 1.4718 0.4581 -5.6451 0.466 0.336 -0.800
C 0.9489 -1.9868 -4.3104 0.196 -0.320 -0.840
C 2.9721 -0.0180 -3.3760 2.170 0.667 -1.486
H 0.4524 3.3104 -5.5799 -0.358 -0.286 -0.340
H -1.2024 3.1640 -6.2788 0.371 -0.139 -0.051
H 0.2293 2.9980 -7.3330 -0.075 0.181 0.280
H -0.3050 0.9570 -8.4947 -0.107 -0.313 0.133
H -1.7646 0.2706 -7.7198 0.230 -0.018 -0.069
H -0.2635 -0.7147 -7.8326 -0.218 0.337 0.051
H 3.5431 0.4076 -4.2144 0.316 -0.181 0.402
H 3.5120 -0.9525 -3.0927 -0.039 0.444 -0.480
H 2.9662 0.7110 -2.5447 0.038 -0.209 -0.292
H 2.1576 1.3257 -5.6415 -0.381 -0.371 0.026
H 1.8750 -0.2962 -6.3440 -0.150 0.325 0.314
H 1.4634 -2.6809 -3.6187 -0.304 0.251 -0.258
H 1.3619 -2.1617 -5.3129 -0.115 -0.534 0.018
H -0.1255 -2.2247 -4.3356 0.368 0.130 0.204
F 1.7697 0.7194 -1.0128 0.249 1.278 -0.009
```
Forces are in eV/Å.

- 2S+1 = 2
- LUMO (spin up / spin down) (eV) = -2.80 / -2.96
- total charge = +1
- frontier orbital gap (spin up / spin down) (eV) = 5.52 / 5.37
- ⟨S²⟩ = 0.756

3.
The following is a quantum chemistry calculation of a structure of composition C7H17NO4SSi, from the OMol25 dataset.

```
31
Properties=species:S:1:pos:R:3:forces:R:3
C -1.3184 0.2763 -0.1117 -0.691 -0.091 0.062
C -2.0118 0.8422 -3.3882 -1.923 0.769 0.399
C -1.1816 -1.7525 2.8507 0.292 -1.565 -2.419
C 1.2645 -2.6203 0.8398 0.168 -0.238 -2.362
C 1.5877 -0.2719 2.8635 -0.074 -1.981 0.761
C 1.4081 2.3617 -1.2552 3.424 -2.556 -2.805
C -2.1799 1.5496 -2.0089 0.927 0.457 -0.689
N -0.1467 -0.0665 0.5181 -0.750 0.261 -0.404
O -2.3901 -0.0996 0.2967 -0.776 0.021 -0.101
O 1.6687 -0.4086 -1.8585 -0.387 -1.329 -2.720
O 2.8086 0.6220 -0.0207 1.692 0.119 1.206
O -1.1584 1.1162 -1.1507 2.269 -1.267 1.484
Si 0.3725 -1.2276 1.6868 -1.523 -0.056 3.608
S 1.6312 0.5639 -0.8296 -0.467 2.601 0.895
H -2.8254 0.0449 -3.3534 1.007 1.103 -1.109
H -1.9746 1.6133 -4.2336 -0.876 -1.321 1.032
H -1.0689 0.3602 -3.4558 0.921 -0.534 0.295
H -1.4037 -1.0134 3.6052 -0.149 0.263 0.024
H -2.1388 -2.1532 2.2962 1.889 1.064 1.040
H -0.7250 -2.6332 3.3340 -0.332 0.169 0.240
H 1.9545 -2.1057 0.0155 -1.507 -1.374 1.552
H 1.9340 -3.1748 1.5216 -0.420 0.293 -0.190
H 0.5017 -3.3699 0.3514 1.607 1.480 0.765
H 2.4255 -0.1968 2.2392 1.486 0.418 -1.173
H 1.3790 0.7683 3.1646 -0.289 -0.765 0.310
H 2.0432 -0.9993 3.6792 -1.494 1.637 -1.110
H 0.5241 2.8300 -1.3510 -3.283 0.803 -0.331
H 1.9869 2.7626 -0.5179 1.399 1.264 2.081
H 2.0171 2.4250 -2.1832 -0.467 0.252 0.294
H -3.0950 1.3419 -1.4743 -0.642 0.364 -0.414
H -1.8893 2.6153 -2.0699 -1.032 -0.261 -0.220
```
Forces are in eV/Å.

- 2S+1 = 3
- LUMO (spin up / spin down) (eV) = 0.64 / -3.23
- total charge = 0
- frontier orbital gap (spin up / spin down) (eV) = 7.76 / 6.45
- ⟨S²⟩ = 2.014

4.
The following is a quantum chemistry calculation of a cluster of 2 separate species, C5H7NO in total, from the OMol25 dataset.

```
14
Properties=species:S:1:pos:R:3:forces:R:3
C 1.3426 1.2152 -0.1542 -0.089 -0.067 0.037
C 0.4718 0.8769 -1.2857 0.012 0.184 0.125
C -0.9217 -1.4045 0.0475 -0.114 0.000 -0.031
C -0.2161 -1.4155 1.3752 0.053 0.125 0.067
O -0.0333 -0.4256 2.0432 -0.106 -0.278 -0.187
C -0.7244 1.6005 -1.4051 -0.700 0.383 -0.186
N -1.7586 2.1049 -1.6175 0.928 -0.415 0.206
H 2.0455 1.8997 -0.6698 -0.029 0.050 0.034
H 1.9627 0.3704 0.1594 -0.052 0.139 -0.125
H 0.9044 1.7263 0.7084 0.050 -0.031 -0.153
H -0.2630 -0.9416 -0.7088 -0.040 -0.180 0.102
H -1.8319 -0.7984 0.0953 0.146 -0.096 0.039
H -1.1468 -2.4107 -0.3098 -0.034 0.073 0.089
H 0.1689 -2.3978 1.7220 -0.025 0.113 -0.016
```
Forces are in eV/Å.

- LUMO (spin up / spin down) (eV) = -1.78 / -1.78
- total charge = 0
- frontier orbital gap (spin up / spin down) (eV) = 7.63 / 7.63

5.
The following is a quantum chemistry calculation of a cluster of 2 separate species, C5H14 in total, from the OMol25 dataset.

```
19
Properties=species:S:1:pos:R:3:forces:R:3
C -0.0730 0.8957 -1.6990 -0.512 0.974 0.020
C 1.2476 0.3689 -1.1332 -1.707 -0.467 0.435
C 1.9482 -0.5162 -2.1454 1.389 1.060 -0.655
H 0.0080 1.3745 -2.6823 0.345 -0.711 -0.258
H -0.4957 1.7653 -1.1749 0.119 -0.475 0.658
H -0.8353 0.1165 -1.7122 -0.033 0.042 -0.266
H 1.7629 1.1982 -0.6637 0.887 0.136 -0.633
H 1.0037 -0.2391 -0.2526 -0.029 -0.058 -0.129
H 1.5425 -1.5054 -2.3224 -0.221 -0.187 0.583
H 1.9477 -0.0670 -3.1478 -0.103 0.214 0.186
H 3.0121 -0.5630 -1.8915 -0.089 -0.522 0.018
C -0.8012 -0.3106 1.8590 -0.106 0.597 -0.038
C -1.9833 -0.4459 2.8196 -0.043 0.130 0.001
H -0.1452 0.4082 2.3538 0.589 -0.357 -0.255
H -0.3174 -1.2561 1.6189 0.246 0.008 0.459
H -0.9951 0.1411 0.8831 -0.578 -0.043 0.124
H -2.5631 -1.3566 2.6947 -0.033 -0.056 -0.069
H -2.6638 0.4034 2.7547 -0.039 0.000 -0.187
H -1.5995 -0.4117 3.8413 -0.083 -0.285 0.007
```
Forces are in eV/Å.

- LUMO (eV) = 1.08
- structure (SMILES) = CCC.CC
- total charge = 0
- frontier orbital gap (eV) = 12.31

6.
The following is a quantum chemistry calculation of a structure of composition C24H14BrCl2MgN4O4S, from the OMol25 dataset.

```
51
Properties=species:S:1:pos:R:3:forces:R:3
Mg -0.3678 -0.6305 -0.4967 0.100 0.024 0.081
O -0.1609 -2.7477 3.1648 -0.009 -0.035 0.000
C -0.0311 -2.2425 2.0652 0.059 0.077 0.028
N -0.9695 -1.7552 1.2076 -0.008 -0.005 -0.020
C -2.2941 -1.8501 1.4967 -0.084 0.142 0.068
O -2.8619 -2.3626 2.4436 0.039 -0.071 -0.015
C -3.1510 -1.1939 0.4203 -0.043 -0.043 -0.001
C -4.5313 -1.2042 0.5416 -0.021 0.007 -0.001
C -5.2890 -0.6189 -0.4580 0.033 -0.007 0.017
C -4.6444 -0.0500 -1.5456 -0.001 0.013 -0.020
C -3.2611 -0.0805 -1.5890 -0.015 0.020 0.017
N -2.5328 -0.6359 -0.6214 -0.052 -0.041 -0.093
C 1.3733 -2.1003 1.4937 0.045 -0.044 -0.007
C 2.4631 -2.5668 2.2090 0.011 0.005 -0.006
C 3.7207 -2.4596 1.6384 -0.015 -0.002 0.011
C 3.8458 -1.9013 0.3764 -0.016 0.022 -0.032
C 2.7038 -1.4505 -0.2663 0.042 0.003 0.031
N 1.4991 -1.5443 0.2872 -0.110 0.040 -0.031
H -4.9642 -1.6701 1.4148 0.003 0.001 0.001
H -6.3699 -0.6061 -0.3917 -0.006 -0.003 0.001
H -5.1961 0.4191 -2.3487 0.003 0.004 0.000
H -2.6982 0.3585 -2.4020 0.000 -0.007 -0.010
H 2.2907 -2.9966 3.1851 0.005 0.001 0.001
H 4.5968 -2.8106 2.1699 -0.002 -0.002 0.007
H 4.8090 -1.8005 -0.1042 -0.001 -0.002 -0.001
H 2.7434 -1.0009 -1.2511 0.011 -0.001 -0.009
Cl -1.8160 1.3265 2.4669 -0.018 -0.047 -0.016
C -0.1047 1.1328 2.7038 0.049 -0.019 0.070
C 0.3149 0.7369 3.9616 0.037 -0.010 0.046
C 1.6698 0.6321 4.2345 -0.059 0.004 0.030
C 2.5887 0.9534 3.2511 0.004 0.007 -0.040
C 2.1433 1.3299 1.9947 0.044 -0.010 0.035
Cl 3.3627 1.7538 0.8201 -0.024 -0.029 0.018
C 0.7838 1.3901 1.6457 -0.008 0.113 -0.230
S 0.2430 1.7424 0.0143 0.016 -0.108 0.089
H -0.4259 0.5056 4.7141 0.004 -0.008 -0.002
H 2.0055 0.3129 5.2123 -0.009 -0.007 0.000
H 3.6521 0.9060 3.4432 0.000 0.003 -0.010
Br -2.5599 3.4521 -2.4265 -0.005 0.019 -0.011
C -0.9191 2.7875 -3.1436 0.050 0.041 -0.004
C -0.0695 3.6798 -3.7806 -0.015 -0.043 0.028
C 1.1025 3.1575 -4.2998 0.003 -0.025 -0.001
C 1.3631 1.8032 -4.1631 0.023 0.052 -0.014
C 0.4486 1.0130 -3.4860 -0.019 -0.019 0.026
N -0.6867 1.5100 -2.9840 -0.023 -0.029 -0.074
C 0.7474 -0.4750 -3.2707 -0.005 0.066 0.021
O 1.6120 -0.9757 -3.9821 0.013 -0.005 -0.007
O 0.0773 -1.0455 -2.3532 -0.019 -0.039 0.022
H -0.3190 4.7275 -3.8550 -0.009 0.000 0.006
H 1.8071 3.8072 -4.8040 0.002 0.000 0.001
H 2.2562 1.3381 -4.5531 -0.002 -0.001 -0.002
```
Forces are in eV/Å.

- LUMO (eV) = 2.49
- total charge = -1
- frontier orbital gap (eV) = 7.43

Calculated total energy values (in Ha) by entry order: -1375.8200; -2841.9043; -1320.1491; -324.5546; -198.8718; -5535.9960.
Max |F| values (in eV/A) by entry order: 2.212; 4.196; 5.111; 1.037; 1.866; 0.256.